[1]
{
  "formula": "C37H29N11O2PbS",
  "method": "the ωB97M-V functional and the def2-TZVPD basis",
  "charge": 4,
  "energy_ev": -75372.299,
  "species": ["Pb", "S", "O", "O", "N", "N", "N", "N", "N", "N", "N", "N", "N", "N", "N", "C", "C", "C", "C", "C", "C", "C", "C", "C", "C", "C", "C", "C", "C", "C", "C", "C", "C", "C", "C", "C", "C", "C", "C", "C", "C", "C", "C", "C", "C", "C", "C", "C", "C", "C", "C", "C", "H", "H", "H", "H", "H", "H", "H", "H", "H", "H", "H", "H", "H", "H", "H", "H", "H", "H", "H", "H", "H", "H", "H", "H", "H", "H", "H", "H", "H"],
  "positions_angstrom": [[0.15363, 0.13022, -0.26765], [8.37836, 0.54264, 0.61712], [-0.14482, 7.49872, 0.00162], [-1.31740, 7.99781, 1.80576], [2.43025, 0.07442, 1.25994], [7.23035, 0.38431, 1.72032], [-2.88019, 1.19432, -1.52017], [-4.07817, -4.88188, -4.48701], [-0.95480, 1.45966, 1.62592], [-0.90706, -1.30422, 1.55914], [-1.52959, 1.64730, -1.76632], [-2.19929, -5.35654, -5.61753], [7.52923, 0.56737, -0.74830], [-0.82409, -1.95800, -1.94199], [2.75925, 0.30649, -1.47912], [-2.04302, -3.73967, -3.70841], [-0.82822, 5.65263, 1.28454], [-0.73477, 7.12827, 0.97197], [4.77880, 0.21851, 1.63516], [-1.58299, 0.80758, 2.51806], [4.13566, 0.59307, -3.44155], [6.26000, 0.45111, -0.40046], [-3.22460, -6.09098, -6.21945], [5.12909, 0.44148, -1.27740], [-1.59151, -0.66860, 2.52999], [0.13583, 4.84575, 0.68613], [6.07878, 0.34171, 1.06287], [-0.94359, 2.88702, 1.57881], [-4.53632, -7.57736, -7.48984], [-2.75394, -4.66383, -4.61171], [-2.80319, -2.97876, -2.82790], [-5.70621, -7.24386, -6.76491], [-0.88193, -2.63686, 1.57248], [-3.25519, -7.01680, -7.21074], [3.66275, 0.18759, 0.77216], [3.31629, 0.03438, 3.51012], [5.27263, 0.58532, -2.66146], [2.91235, 0.44938, -2.80402], [-2.23994, -2.73893, 3.52902], [-1.52933, -3.39360, 2.54046], [-4.38322, -5.73995, -5.45834], [0.07717, 3.47519, 0.83547], [-1.83882, 5.06591, 2.03590], [-2.15430, -2.10387, -1.97300], [-0.65846, -3.59377, -3.68712], [3.84460, 0.30724, -0.71581], [4.59915, 0.14146, 3.02358], [-5.66189, -6.32577, -5.76017], [-2.26931, -1.34761, 3.52402], [-1.90629, 3.68669, 2.18171], [2.27699, 0.00261, 2.59266], [-0.09906, -2.69770, -2.79130], [-1.66946, 7.58544, 2.60095], [0.85046, 2.85382, 0.38845], [-2.72774, -1.48074, -1.29678], [1.25395, -0.08778, 2.93917], [-6.54189, -6.01917, -5.21182], [-2.81073, -0.80028, 4.28489], [1.99723, 0.45359, -3.38619], [3.11289, -0.02251, 4.56998], [-0.00417, -4.16663, -4.33100], [-4.61139, -8.28734, -8.30419], [-2.76366, -3.29460, 4.29566], [-3.20442, 1.66418, -0.68289], [-2.61713, 5.66765, 2.48919], [-2.12101, 1.29861, 3.32865], [-1.29732, 1.41706, -2.72680], [5.46012, 0.16964, 3.68027], [-1.23758, -5.33498, -5.91829], [-2.38181, -7.33919, -7.76108], [-0.32561, -3.11930, 0.77678], [-2.73228, 3.25865, 2.73437], [-6.64104, -7.71738, -7.03002], [-3.48257, 1.49981, -2.27975], [0.90900, 5.32162, 0.09769], [0.97795, -2.58208, -2.74432], [-3.87970, -3.07249, -2.81112], [4.18682, 0.71478, -4.51428], [-1.47185, -4.47263, 2.50993], [6.26051, 0.69428, -3.09216], [-1.43657, 2.65976, -1.68721]],
  "mulliken_charge": [1.693, 0.447, -0.494, -0.432, 0.258, -0.551, -0.469, -0.529, 0.493, 0.300, -0.550, 0.030, -0.568, 0.073, 0.179, 0.935, 0.559, 0.605, 0.442, -0.416, -0.932, 1.017, 0.611, 0.279, 0.418, -1.022, 1.054, 0.871, -0.344, 0.048, -0.705, -0.581, -0.351, -0.800, -0.545, -1.074, -0.462, -0.324, -0.560, -0.866, 0.830, -0.199, -1.151, -0.453, -0.764, -0.598, -0.473, -0.595, -0.820, -0.851, -0.208, -0.678, 0.306, 0.237, 0.446, 0.345, 0.478, 0.540, 0.514, 0.520, 0.359, 0.433, 0.484, 0.223, 0.313, 0.444, 0.315, 0.584, 0.220, 0.451, 0.540, 0.380, 0.443, 0.285, 0.487, 0.542, 0.558, 0.478, 0.465, 0.583, 0.250]
}

---

[2]
{
  "formula": "C20H70N14O15",
  "method": "the ωB97M-V functional and the def2-TZVPD basis",
  "charge": 0,
  "energy_ev": -73445.639,
  "de_lowest_kcal_mol": 0.0,
  "species": ["O", "O", "O", "O", "O", "O", "O", "O", "O", "O", "O", "O", "O", "O", "O", "N", "N", "N", "N", "N", "N", "N", "N", "N", "N", "N", "N", "N", "N", "C", "C", "C", "C", "C", "C", "C", "C", "C", "C", "C", "C", "C", "C", "C", "C", "C", "C", "C", "C", "H", "H", "H", "H", "H", "H", "H", "H", "H", "H", "H", "H", "H", "H", "H", "H", "H", "H", "H", "H", "H", "H", "H", "H", "H", "H", "H", "H", "H", "H", "H", "H", "H", "H", "H", "H", "H", "H", "H", "H", "H", "H", "H", "H", "H", "H", "H", "H", "H", "H", "H", "H", "H", "H", "H", "H", "H", "H", "H", "H", "H", "H", "H", "H", "H", "H", "H", "H", "H", "H"],
  "positions_angstrom": [[11.50461, -6.26899, -4.63377], [9.94106, -7.75066, -6.78028], [7.74864, -3.31568, 0.27535], [11.35112, -1.55313, -3.01784], [10.87237, 1.40375, -5.17910], [9.36808, -6.37577, 0.90847], [4.31272, -0.13904, -3.12572], [8.18793, -3.69946, -5.28643], [4.74914, -1.86561, -7.77940], [3.42578, -2.62043, -2.21696], [9.35009, -8.27243, -3.53136], [7.39152, 0.27483, -1.91897], [13.54572, -4.17242, -2.44010], [8.77033, -1.14122, -6.33758], [7.47527, -6.24796, -3.17887], [12.23540, -6.08069, -1.96489], [5.97807, 0.20695, -4.71382], [5.72357, -0.97012, -0.84048], [3.97381, -4.83907, -2.56637], [11.23568, -4.13536, -1.92562], [7.55636, -0.61869, 0.26075], [10.07862, -7.37057, -1.01233], [5.28460, -6.96158, -3.80201], [4.24876, -0.97705, -5.28854], [9.27955, 0.32014, -3.87717], [9.04533, -5.37964, -1.17741], [4.64026, -3.44130, -4.03627], [10.62703, 1.74688, -2.84289], [6.21962, -5.43163, -5.05833], [6.53338, -3.93031, 0.12029], [8.90454, -3.52757, -4.11392], [8.38674, -9.28376, -3.73836], [12.36484, -5.62562, -6.63831], [12.55790, -1.06507, -3.62996], [4.83478, -0.24119, -4.41408], [10.82979, -2.30228, -6.79414], [9.88286, -1.27328, -7.28002], [7.97643, -2.83422, -3.14730], [12.33144, -5.28749, -5.20267], [5.80740, -2.84035, -7.58480], [8.74657, -6.99091, -6.57916], [4.07596, -3.59706, -2.86664], [6.91478, -0.46662, -0.85738], [8.64128, -10.53710, -2.88622], [10.23947, 1.14557, -3.96088], [6.35395, -6.28032, -4.00519], [9.45912, -6.35352, -0.45084], [8.48079, -5.87008, -7.64152], [12.35155, -4.79845, -2.07316], [12.01974, -4.26605, -5.09694], [5.52622, -3.83915, -7.82538], [7.02034, -4.82466, -5.13356], [12.84331, -6.53489, -6.86328], [5.11511, -0.82174, -1.63233], [5.30941, -1.38243, -0.03133], [12.44482, -0.47139, -4.52469], [13.13011, -6.65301, -2.02079], [6.50739, 0.46943, -3.92332], [5.18158, -7.62727, -3.06930], [8.20957, -0.46588, -6.61076], [8.70508, 0.18970, -3.04792], [6.08498, -3.64275, -0.79706], [13.04564, -0.42009, -2.91700], [7.83065, -7.67166, -6.69919], [10.74254, -0.84377, -3.05007], [11.31591, -3.11771, -2.12997], [11.73615, -2.29428, -7.39563], [6.00156, -2.84128, -6.49109], [5.32364, -4.16719, -4.46726], [8.82761, -7.46562, -3.66134], [8.43272, -9.48392, -4.80149], [6.69062, -2.67279, -8.19740], [9.54171, -1.43804, -8.27714], [7.93235, -11.26828, -3.13317], [10.25979, -0.30469, -7.48884], [11.65799, -6.28917, -3.66297], [7.26652, -0.81479, 1.18532], [9.30517, -5.09155, -7.65771], [7.47675, -5.50515, -7.46880], [13.35814, -5.51090, -4.85579], [9.59335, -10.93787, -3.10924], [10.33709, -4.55189, -1.61363], [6.66498, -5.04099, 0.03593], [10.42273, -3.27898, -6.88067], [5.90979, -5.81662, -5.97515], [4.54276, -1.31849, -6.22310], [10.50819, -7.33095, -6.16154], [11.32607, 2.51767, -2.79085], [8.54831, -0.30410, 0.15989], [3.34266, -1.34547, -4.95487], [7.39989, -8.93890, -3.54302], [8.64220, -6.81924, -5.50570], [9.21395, -4.51728, -3.84752], [8.42203, -6.41185, -8.54351], [8.64262, -5.52215, -2.08434], [5.93383, -3.58509, 0.92092], [9.06327, -0.17411, -4.66276], [9.74505, -2.85143, -4.35137], [4.43096, -6.96256, -4.38356], [4.25413, -2.24111, -8.55484], [6.26275, 0.42082, -5.67232], [9.78796, -7.68131, -1.96290], [8.67115, -10.22750, -1.89581], [10.28108, 1.39732, -1.98814], [7.61330, -2.38626, 0.22383], [11.40294, -6.62391, -1.50099], [8.49031, -2.63056, -2.16777], [7.46432, -1.88979, -3.50757], [11.16206, -2.10188, -5.80159], [4.71047, -2.51464, -4.45000], [11.36580, -5.52618, -7.05694], [10.31168, -8.16047, -0.28194], [13.33698, -1.76993, -3.87635], [7.13792, -3.49209, -2.81675], [4.39722, -5.60826, -3.06582], [3.49412, -5.01504, -1.69523], [8.52544, -4.71033, -0.64900], [8.47774, -2.99745, -5.90944], [13.09433, -5.07016, -7.22412]],
  "mulliken_charge": [-0.299, -0.623, -0.774, -0.553, -0.775, -0.801, -0.789, 0.876, -0.577, -0.743, -0.688, -0.803, -0.784, -0.586, -0.744, -0.300, -0.102, 0.080, -0.165, 0.344, -0.447, -0.314, -0.311, -0.414, 0.453, 0.998, 0.066, -0.202, 0.058, -1.012, 2.314, 0.127, -2.038, -0.946, 0.468, 0.785, -0.724, 1.219, 1.044, -0.249, 1.139, 0.412, 0.283, -1.618, 0.662, -0.385, 0.575, -0.984, 0.324, -0.460, 0.452, -0.314, 0.504, 0.015, 0.218, 0.347, 0.226, 0.119, 0.295, 0.069, 0.042, 0.260, 0.379, 0.313, 0.186, 0.059, 0.556, -0.307, 0.714, 0.082, 0.383, 0.287, 0.478, 0.446, 0.593, 0.134, 0.236, -0.114, 0.069, 0.448, 0.376, 0.280, 0.378, -0.704, 0.438, 0.144, 0.308, 0.265, 0.227, 0.359, -0.013, -0.745, -1.641, 0.574, -0.677, 0.491, -0.248, -0.608, 0.307, 0.352, 0.145, 0.292, 0.397, 0.184, 0.467, 0.286, 0.545, -0.601, -0.524, -0.407, 0.286, 0.282, 0.261, -0.957, 0.403, 0.269, -0.061, -0.731, 0.405]
}

---

[3]
{
  "formula": "C19H21BeFN2",
  "method": "the ωB97M-V functional and the def2-TZVPD basis",
  "charge": 0,
  "energy_ev": -26142.724,
  "de_lowest_kcal_mol": 0.0,
  "species": ["F", "N", "N", "C", "C", "C", "C", "C", "C", "C", "C", "C", "C", "C", "C", "C", "C", "C", "C", "C", "C", "C", "Be", "H", "H", "H", "H", "H", "H", "H", "H", "H", "H", "H", "H", "H", "H", "H", "H", "H", "H", "H", "H", "H"],
  "positions_angstrom": [[1.12757, 0.16684, 5.51076], [0.98235, 0.95722, -1.14082], [0.40648, -1.42563, -0.55996], [-1.62750, 0.65249, -1.20955], [2.17642, 2.74798, -2.16728], [0.15580, -2.60484, 0.04029], [1.15307, 2.27160, -1.35069], [1.22784, 0.81644, 1.89074], [1.79265, 0.04631, -1.75220], [-0.55798, -0.06180, 3.84991], [-4.23154, 1.26304, -0.46265], [-0.92406, 0.00555, 2.48249], [-0.03753, 0.40678, 1.48805], [2.33194, -2.43575, -1.64636], [0.90784, -3.74917, -0.22465], [3.05384, 1.82385, -2.76007], [1.50025, -1.32959, -1.37778], [2.00301, -3.67457, -1.09241], [1.66346, 0.74528, 3.24573], [-3.79880, 0.09170, 0.44874], [2.86110, 0.45589, -2.55527], [0.74113, 0.30576, 4.19608], [-0.34043, 0.14120, -0.30277], [-3.92137, 1.13979, -1.50867], [2.28430, 3.82121, -2.30188], [2.60007, -4.56132, -1.31673], [-4.56529, -0.09650, 1.21199], [-2.86786, 0.32694, 0.96273], [-3.69923, -0.84631, -0.10737], [-0.65909, -2.60861, 0.75877], [-1.44137, 1.01257, -2.23159], [3.88062, 2.16571, -3.37719], [0.64825, -4.68595, 0.26734], [-2.29978, -0.20892, -1.26901], [-5.32444, 1.37431, -0.44025], [-1.93699, -0.29233, 2.22875], [-1.27832, -0.40194, 4.59997], [3.23880, -2.29950, -2.24240], [-2.00616, 1.50425, -0.62314], [2.68063, 1.01742, 3.54618], [-3.82106, 2.20470, -0.08056], [0.44039, 2.93749, -0.85995], [1.96955, 1.20351, 1.18928], [3.51144, -0.32314, -2.95658]],
  "mulliken_charge": [-0.340, 0.215, 0.294, -0.899, -0.794, 0.123, -0.121, -0.152, 0.805, -0.900, -0.967, 0.350, 0.158, -0.981, -0.784, -0.508, 0.412, -0.354, -0.940, -0.466, -0.843, 0.410, -0.350, 0.254, 0.401, 0.421, 0.444, -0.297, 0.308, 0.461, 0.440, 0.411, 0.368, 0.427, 0.371, 0.337, 0.418, 0.287, -0.165, 0.399, 0.341, 0.470, 0.177, 0.358]
}

---

[4]
{
  "formula": "C4H3NS",
  "method": "the ωB97M-V functional and the def2-TZVPD basis",
  "smiles": "CC#CC1=NS1",
  "charge": 0,
  "energy_ev": -16515.558,
  "de_lowest_kcal_mol": 108.2,
  "species": ["S", "N", "C", "C", "C", "C", "H", "H", "H"],
  "positions_angstrom": [[-0.07364, -4.38541, 1.88389], [-0.48503, -2.40706, 2.44643], [0.96980, -1.86672, 0.68956], [0.50295, -0.75839, 0.76562], [0.32763, -2.74970, 1.65846], [-0.14822, 0.38828, 0.49233], [-1.17736, 0.50484, 0.18563], [0.47101, 0.87611, -0.20413], [-0.03374, 0.89726, 1.52463]],
  "mulliken_charge": [-0.186, -0.390, -0.588, 0.586, 0.641, -0.972, 0.313, 0.328, 0.268]
}